No. 1
{
  "formula": "C2H2BrO2S",
  "method": "the ωB97M-V functional and the def2-TZVPD basis",
  "de_lowest_ev": 1.063,
  "smiles": "O=C([O-])[C@H](S)Br",
  "lumo_ha": 0.122,
  "total_charge": -1,
  "homo_lumo_gap_ev": 8.042,
  "elements": ["C", "C", "O", "O", "S", "Br", "H", "H"],
  "xyz": [[0.238, -1.133, 0.116], [-0.193, 0.412, -0.390], [0.881, -1.133, 1.166], [-0.079, -2.018, -0.744], [0.594, 1.765, 0.324], [-2.193, 0.692, -0.297], [0.052, 0.427, -1.673], [0.699, 0.987, 1.497]]
}


No. 2
{
  "formula": "C5H11NO3",
  "method": "the ωB97M-V functional and the def2-TZVPD basis",
  "de_lowest_ev": 1.245,
  "smiles": "[H]/N=C(\\O)OC(C)(C)OC",
  "lumo_ha": 0.027,
  "total_charge": 0,
  "homo_lumo_gap_ev": 10.572,
  "elements": ["C", "C", "C", "C", "O", "H", "H", "H", "H", "H", "H", "H", "H", "C", "N", "O", "O", "H", "H", "H"],
  "xyz": [[-0.999, -1.706, -0.939], [-0.998, 1.932, -0.400], [-0.548, 0.503, -0.109], [-0.776, 0.135, 1.341], [-1.222, -0.309, -1.018], [0.068, -1.938, -0.880], [-1.412, -2.120, -1.857], [-1.512, -2.147, -0.079], [-2.058, 2.029, -0.185], [-0.825, 2.151, -1.449], [-0.432, 2.625, 0.215], [-1.843, 0.026, 1.515], [-0.359, 0.894, 1.996], [1.899, -0.124, 0.118], [1.890, -0.491, 1.323], [2.961, -0.301, -0.706], [0.899, 0.472, -0.524], [2.749, 0.050, -1.582], [-0.252, -0.796, 1.594], [2.771, -0.888, 1.626]]
}


No. 3
{
  "formula": "C4H6O2",
  "method": "the ωB97M-V functional and the def2-TZVPD basis",
  "de_lowest_ev": 4.845,
  "lumo_ha": -0.005,
  "total_charge": 0,
  "homo_lumo_gap_ev": 8.621,
  "elements": ["O", "C", "C", "C", "C", "O", "H", "H", "H", "H", "H", "H"],
  "xyz": [[-0.055, 2.454, -0.623], [-0.729, 1.575, -0.149], [-0.315, 0.124, -0.185], [1.178, -0.118, -0.401], [-1.052, -1.755, 0.743], [-0.632, -0.538, 1.058], [-1.726, 1.765, 0.294], [-0.916, -0.381, -0.958], [1.760, 0.780, -0.198], [1.390, -0.458, -1.414], [1.510, -0.898, 0.290], [-0.410, -2.437, 1.301]]
}


no.,highest occupied orbital energy (eV)
1,-4.714
2,-9.827
3,-8.760